--- a ---
{
  "formula": "C6H10N2",
  "method": "ωB97M-V/def2-TZVPD",
  "gap_ev": 9.2737,
  "homo_energy_ha": -0.3073,
  "species": ["N", "C", "C", "C", "C", "C", "N", "C", "H", "H", "H", "H", "H", "H", "H", "H", "H", "H"],
  "coordinates": [[1.854, -0.892, -0.284], [0.566, -0.458, -0.672], [-0.382, -1.317, 0.347], [-1.768, -0.737, -0.172], [-1.459, 0.534, -0.549], [-0.016, 0.714, -0.017], [0.519, 1.991, 0.000], [-0.091, -0.068, 1.394], [2.619, 0.057, -0.565], [2.372, -1.683, -1.012], [0.311, -0.410, -1.846], [-0.176, -2.145, 1.064], [-2.554, -1.505, -0.794], [-1.997, 1.256, -1.333], [1.500, 2.159, 0.505], [-0.179, 2.816, 0.065], [-0.653, 0.263, 2.350], [1.042, -0.506, 1.566]]
}

--- b ---
{
  "formula": "C6H10N2",
  "method": "ωB97M-V/def2-TZVPD",
  "gap_ev": 10.2213,
  "homo_energy_ha": -0.3764,
  "species": ["H", "N", "C", "C", "N", "H", "C", "C", "C", "C", "H", "H", "H", "H", "H", "H", "H", "H"],
  "coordinates": [[1.342, -1.173, -2.464], [1.745, -0.619, -1.711], [1.895, -1.217, -0.616], [2.435, -0.535, 0.512], [2.855, -0.036, 1.452], [1.647, -2.268, -0.401], [-0.586, 1.442, -0.782], [-0.611, 0.748, 0.554], [-1.904, 0.250, 1.120], [-0.875, -0.727, 0.632], [-0.819, 2.497, -0.652], [0.393, 1.356, -1.247], [-1.327, 1.011, -1.455], [0.109, 1.143, 1.260], [-2.070, 0.327, 2.184], [-2.799, 0.374, 0.530], [-0.345, -1.315, 1.367], [-1.085, -1.258, -0.284]]
}

--- c ---
{
  "formula": "C6H10N2",
  "method": "ωB97M-V/def2-TZVPD",
  "gap_ev": 10.6217,
  "homo_energy_ha": -0.3525,
  "species": ["C", "C", "C", "C", "C", "C", "N", "N", "H", "H", "H", "H", "H", "H", "H", "H", "H", "H"],
  "coordinates": [[-1.150, -2.038, 2.107], [-0.428, -1.326, 1.443], [0.716, -0.589, 0.995], [0.375, 0.763, 0.167], [-0.493, 0.553, -1.145], [-0.084, -0.449, -2.246], [1.209, 1.876, 0.351], [-0.020, 1.707, 1.132], [-1.860, -2.709, 2.675], [1.292, -0.378, 1.873], [1.291, -1.334, 0.380], [-1.397, 0.176, -0.577], [-0.806, 1.512, -1.443], [-0.801, -0.264, -3.094], [-0.135, -1.497, -1.849], [0.967, -0.145, -2.490], [2.031, 1.760, 0.941], [-0.705, 2.384, 0.780]]
}

--- d ---
{
  "formula": "C6H10N2",
  "method": "ωB97M-V/def2-TZVPD",
  "gap_ev": 10.2166,
  "homo_energy_ha": -0.3427,
  "species": ["H", "N", "C", "C", "N", "C", "C", "C", "C", "H", "H", "H", "H", "H", "H", "H", "H", "H"],
  "coordinates": [[-1.632, 0.388, -1.953], [-2.167, 0.411, -1.079], [-1.340, 0.793, -0.170], [-1.765, 1.049, 1.241], [-0.055, 1.055, -0.533], [0.794, 0.077, -0.569], [2.195, 0.395, -1.037], [0.530, -1.353, -0.249], [0.363, -1.736, 1.021], [-0.898, 1.202, 1.888], [-2.348, 0.200, 1.609], [-2.391, 1.945, 1.268], [2.194, 0.491, -2.127], [2.528, 1.338, -0.595], [2.895, -0.394, -0.748], [0.514, -2.052, -1.076], [0.179, -2.778, 1.262], [0.404, -1.032, 1.847]]
}

Most stable of them? d.

--- a ---
{
  "formula": "C6H10N2",
  "method": "ωB97M-V/def2-TZVPD",
  "gap_ev": [7.8246, 7.8233],
  "homo_energy_ha": [-0.2862, -0.2862],
  "species": ["C", "C", "C", "N", "C", "C", "C", "N", "H", "H", "H", "H", "H", "H", "H", "H", "H", "H"],
  "coordinates": [[-0.004, -0.595, 0.378], [1.053, -1.010, 1.361], [0.365, 1.542, 0.151], [-1.291, -0.688, 0.851], [0.174, -0.995, -1.032], [-0.274, -0.193, -2.001], [-0.842, 1.074, -1.569], [-1.839, 1.690, -1.727], [-2.017, -0.351, 0.232], [-1.435, -0.403, 1.810], [0.701, -1.918, -1.243], [-0.195, -0.407, -3.059], [2.046, -0.885, 0.933], [0.923, -2.060, 1.635], [0.986, -0.409, 2.269], [0.350, 2.503, -0.357], [1.426, 1.323, 0.275], [-0.125, 1.783, 1.093]]
}

--- b ---
{
  "formula": "C6H10N2",
  "method": "ωB97M-V/def2-TZVPD",
  "gap_ev": 9.1151,
  "homo_energy_ha": -0.3039,
  "species": ["C", "C", "N", "C", "C", "N", "C", "C", "H", "H", "H", "H", "H", "H", "H", "H", "H", "H"],
  "coordinates": [[0.542, 0.761, -1.630], [1.112, 0.226, -0.568], [2.235, 0.711, 0.074], [0.365, -0.969, 0.191], [0.979, -1.718, 1.110], [-0.893, -1.248, -0.250], [-1.832, -0.379, -0.323], [-2.001, 0.795, 0.601], [0.885, 1.631, -2.160], [-0.529, 0.404, -1.836], [2.795, 1.343, -0.478], [2.777, 0.035, 0.587], [2.001, -1.572, 1.404], [0.472, -2.551, 1.561], [-2.759, -0.749, -0.755], [-1.041, 1.101, 1.014], [-2.420, 1.635, 0.047], [-2.688, 0.543, 1.411]]
}

Most stable of them? b.

--- a ---
{
  "formula": "C7H9N",
  "method": "ωB97M-V/def2-TZVPD",
  "gap_ev": 8.7865,
  "homo_energy_ha": -0.2875,
  "species": ["C", "N", "C", "C", "C", "C", "C", "C", "H", "H", "H", "H", "H", "H", "H", "H", "H"],
  "coordinates": [[-2.757, 0.359, 0.080], [-1.820, -0.567, -0.132], [-0.400, -0.262, -0.021], [-0.026, 1.053, -0.001], [1.332, 1.353, -0.032], [2.276, 0.274, 0.040], [1.854, -1.006, 0.042], [0.567, -1.269, 0.008], [-3.817, -0.218, -0.042], [-2.589, 1.043, 1.064], [-2.711, 1.097, -0.634], [-2.216, -1.600, 0.008], [-0.729, 1.729, 0.024], [1.760, 2.362, -0.281], [3.319, 0.775, 0.061], [2.614, -1.869, 0.007], [0.039, -2.357, 0.016]]
}

--- b ---
{
  "formula": "C7H9N",
  "method": "ωB97M-V/def2-TZVPD",
  "gap_ev": 9.0626,
  "homo_energy_ha": -0.2951,
  "species": ["C", "N", "C", "C", "C", "C", "C", "C", "H", "H", "H", "H", "H", "H", "H", "H", "H"],
  "coordinates": [[0.811, 2.520, 0.237], [0.242, 1.469, 1.016], [-0.034, 0.217, 0.360], [-0.393, -0.860, 1.229], [-0.656, -2.166, 0.717], [-0.539, -2.298, -0.651], [-0.170, -1.232, -1.413], [0.077, -0.073, -1.029], [0.975, 3.354, 0.964], [0.405, 2.816, -0.763], [1.850, 1.951, -0.128], [-0.355, 1.704, 1.506], [-0.694, -0.658, 2.033], [-0.837, -2.661, 1.479], [-0.725, -3.320, -1.144], [-0.166, -1.500, -2.606], [0.208, 0.737, -1.807]]
}

Most stable of them? a.

--- a ---
{
  "formula": "C7H9N",
  "method": "ωB97M-V/def2-TZVPD",
  "gap_ev": 8.9420,
  "homo_energy_ha": -0.3240,
  "species": ["C", "C", "C", "N", "C", "C", "C", "C", "H", "H", "H", "H", "H", "H", "H", "H", "H"],
  "coordinates": [[-2.564, -0.153, 0.262], [-1.328, 0.391, 0.203], [-0.802, 1.715, -0.046], [0.440, 1.800, -0.389], [1.051, 0.439, -0.396], [2.250, 0.352, 0.552], [-0.186, -0.519, -0.202], [-0.165, -1.849, -0.361], [-2.586, -1.259, 0.142], [-3.413, 0.405, 0.249], [-1.496, 2.527, -0.060], [1.367, 0.230, -1.362], [1.940, 0.029, 1.571], [2.880, 1.259, 0.539], [2.832, -0.500, 0.159], [0.842, -2.327, -0.517], [-1.062, -2.542, -0.342]]
}

--- b ---
{
  "formula": "C7H9N",
  "method": "ωB97M-V/def2-TZVPD",
  "gap_ev": 9.1255,
  "homo_energy_ha": -0.2980,
  "species": ["C", "C", "C", "N", "C", "C", "C", "C", "H", "H", "H", "H", "H", "H", "H", "H", "H"],
  "coordinates": [[-2.398, 0.045, 0.073], [-1.606, 1.187, -0.048], [-0.326, 0.689, -0.062], [-0.320, -0.684, 0.057], [-1.715, -1.135, 0.082], [1.083, -1.155, 0.312], [1.833, -0.057, -0.318], [1.010, 1.247, 0.306], [-3.447, -0.249, -0.069], [-2.140, 2.073, -0.115], [-1.952, -2.107, -0.471], [1.149, -2.091, -0.478], [1.447, -1.456, 1.391], [1.764, 0.097, -1.520], [3.006, -0.099, -0.311], [1.205, 1.487, 1.426], [1.406, 2.209, -0.255]]
}

--- c ---
{
  "formula": "C7H9N",
  "method": "ωB97M-V/def2-TZVPD",
  "gap_ev": 9.1647,
  "homo_energy_ha": -0.2983,
  "species": ["C", "C", "C", "C", "C", "C", "N", "C", "H", "H", "H", "H", "H", "H", "H", "H", "H"],
  "coordinates": [[-0.401, -1.769, -0.696], [-0.585, -1.509, 0.558], [-0.761, 0.028, 0.960], [0.617, 0.448, 1.587], [1.367, 1.196, 0.683], [0.514, 1.419, -0.513], [-0.559, 0.535, -0.538], [-0.414, -0.513, -1.582], [-0.098, -2.621, -1.415], [-0.223, -2.217, 1.491], [-1.846, 0.210, 1.054], [0.874, 0.341, 2.490], [2.597, 1.418, 0.636], [0.029, 2.521, -0.405], [1.002, 1.784, -1.504], [-1.122, -0.367, -2.449], [0.677, -0.622, -2.112]]
}

Most stable of them? a.